# 1
39
Properties=species:S:1:pos:R:3:forces:R:3:lowdin_charge:R:1 method="wB97M-V/def2-TZVPD" e_homo_ev=-8.10 spin_multiplicity=1 smiles="CCOC(=O)[C@@H]1CCCN(Cc2sccc2C)C1" energy_ha=-1149.49064 total_charge=0 relative_energy_kcal_mol=12.0
H 5.0492 -1.1638 0.8131 0.21 -0.08 0.09 0.06
H -4.1546 -2.2682 1.1204 -0.01 -0.04 0.07 0.08
H 3.3873 -3.1450 0.3964 0.05 -0.19 0.06 0.11
C -2.1026 2.0740 -0.2921 0.01 0.22 0.10 -0.15
H -5.2879 -1.5204 -0.0163 -0.11 0.02 -0.02 0.08
H -3.1622 2.3214 -0.2162 0.00 -0.06 -0.10 0.12
C 0.7939 0.5899 -0.9365 0.11 -0.07 0.00 -0.19
C -2.0459 -0.3235 0.5656 0.04 -0.02 0.25 -0.48
C 1.8924 -0.3029 -0.4514 0.31 -0.03 0.05 -0.47
C 3.1699 -2.1084 0.2073 0.18 0.05 0.07 -0.16
H -4.8059 -3.2118 -0.2260 -0.07 -0.11 -0.02 0.08
N 0.5958 1.6621 0.0193 -0.01 0.12 -0.28 -0.19
H 1.1267 -3.6153 -0.5650 -0.02 -0.09 -0.05 0.08
C -1.2470 3.3346 -0.2263 0.01 -0.18 -0.12 -0.17
C -3.2973 -1.7965 -0.7938 -0.11 -0.55 0.05 -0.21
O -1.6367 -1.2488 1.2241 -0.10 -0.01 0.01 0.10
H -1.9484 1.5909 -1.2584 -0.05 0.00 0.00 0.12
C 0.7876 -2.5834 -0.6049 -0.09 0.08 0.05 -0.04
H 0.3769 -2.3895 -1.5951 -0.08 -0.08 -0.05 0.08
H -1.3539 3.7916 0.7591 -0.01 0.10 0.02 0.11
H 0.1960 0.3236 1.5480 0.00 0.10 0.09 0.13
H 0.8743 3.7161 -0.0117 -0.06 0.06 -0.14 0.12
C -4.4665 -2.2264 0.0797 0.31 0.25 -0.11 -0.06
H -2.2492 1.3806 1.7544 -0.02 -0.05 -0.04 0.16
C 4.0489 -1.1032 0.4332 -0.01 0.38 -0.14 -0.42
O -2.8691 -0.4704 -0.4801 -0.09 0.24 -0.05 -0.02
C 1.9225 -1.6580 -0.3012 -0.06 0.24 -0.13 -0.32
H -0.0048 -2.4534 0.1321 -0.08 -0.09 -0.05 0.06
H 0.4254 3.0016 -1.5621 0.01 0.00 0.02 0.12
H -3.5850 -1.7575 -1.8467 0.08 0.00 0.12 0.13
C 0.2237 2.9718 -0.4894 0.02 0.34 0.11 -0.18
C -0.1830 1.2721 1.1607 -0.13 -0.15 0.26 -0.12
H -0.1128 -0.0146 -1.0979 0.06 0.02 -0.15 0.12
C -1.7010 1.1232 0.8415 0.23 0.00 -0.15 -0.18
H -0.0462 2.0338 1.9312 -0.05 -0.07 0.07 0.13
H -2.4556 -2.4842 -0.6623 -0.11 0.12 -0.11 0.11
H -1.5831 4.0603 -0.9677 0.00 0.08 0.06 0.11
S 3.3872 0.4322 0.0320 -0.22 -0.50 0.07 1.04
H 1.0865 1.0270 -1.8971 -0.16 -0.02 0.06 0.13

***

# 2
40
Properties=species:S:1:pos:R:3:forces:R:3:lowdin_charge:R:1 method="wB97M-V/def2-TZVPD" e_homo_ev=-9.51 spin_multiplicity=1 smiles="CC1(C)[C@H]2CC[C@](C)(C2)[C@H]1NS(=O)(=O)c1cccs1" energy_ha=-1547.63111 total_charge=0 relative_energy_kcal_mol=6.0
C 1.7771 -1.0151 -0.6520 2.16 -0.87 0.95 -0.44
H -3.6289 2.6732 3.7056 0.78 -0.21 -0.17 0.08
H -1.9690 3.2858 -0.3067 0.05 -0.18 0.48 0.13
H -0.4927 -1.6848 -2.9053 0.42 -0.15 0.49 0.11
C -0.0625 -2.2530 -0.7645 -0.50 -0.89 -0.21 -0.24
H -1.9853 -1.9929 1.1804 -0.59 -0.08 0.04 0.08
C 0.7578 -0.1981 0.0974 -1.38 1.10 -1.48 -0.28
C -2.8728 2.6677 2.9115 0.87 -0.19 -0.45 -0.36
C 1.5261 -1.0898 -2.1645 -0.21 -0.54 -0.22 -0.10
C 0.3277 -2.0411 -2.2473 -1.30 0.18 0.12 -0.14
C -1.9588 2.9928 0.7478 0.15 -0.05 1.09 -0.15
H -1.3627 0.0996 -1.8674 -0.19 -0.27 0.35 0.08
C -1.1721 -1.2973 1.3067 0.88 -0.58 -0.46 -0.03
C 1.3375 -2.4356 -0.1702 -0.12 1.03 -0.99 -0.06
H -1.9990 0.7098 -0.3620 0.05 -0.35 0.05 0.05
C -1.7055 -0.2184 -0.8669 0.62 -0.11 -0.21 -0.02
H 3.5316 0.2778 -0.8047 0.13 0.17 -0.33 0.08
H 3.3903 -0.4158 0.7565 -0.27 -0.16 0.36 0.08
H -0.4537 -1.7990 1.9676 0.03 0.18 -0.15 0.09
H 1.8932 -3.2436 -0.6344 0.14 -0.09 -0.17 0.13
S 0.8288 2.4541 0.6594 2.75 -0.05 -2.45 0.66
C -0.8189 2.6012 1.4314 -0.33 0.04 -0.24 -0.59
H -1.4913 -0.3943 1.7860 -0.39 0.48 0.41 0.05
C 3.2166 -0.6235 -0.2920 -0.19 -0.42 -0.38 -0.01
H 1.3770 -2.5591 0.8915 -0.02 0.04 0.73 0.11
H 1.3786 1.3335 -1.1426 -0.17 0.35 0.14 0.10
H 2.3479 -1.5383 -2.7559 -0.01 0.52 0.63 0.13
H -0.6866 -3.1535 -0.6432 -0.18 0.50 0.04 0.15
C -3.1268 3.0218 1.6228 0.57 0.32 -1.21 -0.18
H 1.2798 -0.1328 -2.6008 0.09 0.39 -0.17 0.11
N 0.6724 1.1653 -0.4288 -0.38 1.06 0.55 -0.07
H -2.6040 -0.8595 -0.9679 0.53 0.21 0.04 0.10
S -1.1671 2.2265 3.1105 -0.81 0.56 -0.57 1.00
H 0.6155 -3.0162 -2.6106 0.19 -0.27 -0.33 0.10
H 3.8555 -1.4582 -0.5908 0.22 0.23 -0.05 0.09
C -0.5796 -0.9553 -0.0737 -1.00 -0.85 -0.02 -0.42
O 1.1859 3.5761 -0.2173 -1.82 -0.89 1.24 -0.31
H 1.0149 -0.1455 1.1268 0.43 -0.10 0.99 0.13
H -4.1023 3.3490 1.2323 0.52 -0.25 0.42 0.11
O 1.9251 2.0864 1.5351 -1.72 0.20 1.13 -0.31

***

# 3
51
Properties=species:S:1:pos:R:3:forces:R:3:lowdin_charge:R:1 method="wB97M-V/def2-TZVPD" e_homo_ev=-11.30 spin_multiplicity=1 energy_ha=-6757.34124 total_charge=+1 relative_energy_kcal_mol=46.7
H -1.3498 2.4911 -3.7286 0.01 -0.04 0.00 0.07
O -1.1386 4.8095 -0.9767 0.01 0.00 0.00 -0.05
H 0.4950 -1.3564 -3.2232 0.00 0.00 0.01 0.09
H 2.5581 -3.7657 -4.5221 -0.02 0.00 0.00 0.11
C 1.4632 2.5713 -2.5707 -0.02 -0.01 0.01 -0.49
C 0.1415 4.2872 -1.2615 0.01 0.01 0.00 -0.22
C -1.5569 -1.7524 -0.7085 0.17 0.14 0.01 -0.66
O 2.0363 -0.4104 0.9731 -0.04 0.11 -0.17 -0.51
C 0.2615 4.3688 -3.7460 0.02 0.03 0.00 -0.20
C 0.1969 3.4195 -2.5358 -0.02 -0.03 0.04 -0.55
H 0.4288 3.6948 -0.3974 0.00 -0.01 0.01 0.06
H -1.8931 2.9707 -2.1400 0.02 -0.03 0.03 0.07
H 2.3487 3.2077 -2.6527 0.01 -0.01 0.03 0.08
Se -0.9985 0.6179 -2.3036 -0.09 0.09 -0.28 0.90
C -1.3219 1.6914 0.5248 0.04 0.03 -0.08 -0.18
C 3.4002 -2.7390 -2.1737 0.03 0.01 0.00 0.01
H -1.3821 5.3866 -1.7135 -0.01 0.00 0.00 0.09
H 1.4456 1.9111 -3.4377 0.01 -0.03 0.03 0.07
O 1.2307 -1.3620 -1.3099 -0.18 0.12 -0.01 -0.30
W 0.0544 -0.1393 -0.0865 0.20 -0.42 0.69 1.39
H 0.3287 3.8001 -4.6788 -0.01 -0.01 0.01 0.14
H 0.6224 0.4016 2.8931 -0.03 0.02 0.04 0.13
O 2.7447 -2.6930 0.9884 0.11 -0.10 0.00 -0.20
Se 1.8948 1.5256 -0.9738 0.04 0.07 -0.16 0.85
C 1.2815 -1.6617 -2.5363 0.00 -0.02 0.01 -0.28
H -1.5456 4.9142 -4.3205 0.02 0.02 -0.02 0.10
F -1.0076 -2.6836 -1.5159 -0.03 0.01 0.01 0.08
Cl 1.8215 -1.7894 1.5234 -0.08 0.08 -0.18 0.78
C -0.1690 1.7732 1.3368 0.01 -0.04 -0.04 -0.17
H -1.5212 -1.0965 2.3371 -0.03 0.03 0.02 0.14
O 0.4449 -2.0488 0.9854 -0.06 0.04 -0.03 -0.40
H 0.8866 5.0868 -1.3502 0.00 0.00 -0.01 0.14
H 0.5804 2.5437 1.3140 -0.03 0.03 0.02 0.10
H 3.0743 -2.1244 -4.9585 0.01 -0.01 0.01 0.11
O -0.8380 5.2717 -3.7760 -0.03 -0.02 0.04 -0.03
H 1.1588 4.9853 -3.6637 0.01 0.00 -0.01 0.13
H -2.9150 0.1389 0.4043 -0.03 0.05 0.04 0.13
C -2.0097 0.4972 0.8642 -0.06 -0.02 -0.02 -0.14
H 3.1300 -3.6160 -1.5875 0.00 0.00 -0.01 0.11
C 2.3161 -2.7081 -4.4378 -0.02 -0.05 -0.01 0.00
F -1.9460 -2.4062 0.4105 0.01 -0.02 -0.03 0.07
C -1.2903 -0.1386 1.9027 -0.01 -0.02 -0.14 -0.10
C -1.0503 2.5440 -2.6780 0.02 0.01 -0.01 -0.44
H -1.6280 2.4282 -0.1980 -0.05 0.03 0.05 0.09
H 3.6565 -1.9260 -1.4996 -0.01 0.00 0.00 0.10
F -2.7004 -1.3839 -1.3038 -0.01 0.01 0.03 0.02
H 1.3429 -2.5358 -4.8904 0.01 0.04 -0.01 0.10
C -0.1532 0.6454 2.1867 0.03 -0.08 -0.11 -0.11
O 1.7883 -1.7531 2.9255 0.03 -0.02 0.20 -0.20
H 4.2494 -2.9716 -2.8099 0.00 0.01 -0.01 0.10
N 2.2804 -2.3367 -3.0267 0.04 0.05 0.05 -0.12

***

# 4
39
Properties=species:S:1:pos:R:3:forces:R:3:lowdin_charge:R:1 method="wB97M-V/def2-TZVPD" e_homo_ev="-15.19 / -15.25" spin_multiplicity=5 energy_ha=-1180.04407 total_charge=+2
C -0.0357 -1.1091 2.6554 0.11 -1.22 1.14 -0.14
C 3.1042 2.3425 -1.8777 1.48 1.12 -0.90 -0.96
N -1.9220 -3.3388 -1.0014 0.12 0.76 0.62 0.10
C -1.2353 -1.5528 3.4012 0.79 -0.37 -0.47 -0.12
Cl 1.8040 1.3735 -1.0862 -0.42 -0.32 0.26 0.54
H 0.4842 -0.1641 2.8040 0.05 -0.38 0.00 0.14
C -4.0625 -0.7697 1.0352 -0.85 1.15 0.32 -0.06
H -2.2002 0.7382 -1.3437 0.03 -0.23 0.16 0.14
H -2.4289 -3.4641 3.2391 0.24 0.20 -0.24 0.14
C 2.7031 2.6436 -3.3264 -0.33 -0.20 0.07 -0.12
C -1.5926 -2.8620 2.8827 0.57 -0.04 1.34 -0.06
H 2.5706 1.7174 -3.8942 0.01 0.12 0.07 0.08
H -1.9573 -4.0169 -1.7576 -0.11 0.09 0.26 0.06
Pt -1.6990 -1.0116 1.3605 1.24 -1.00 -2.68 1.18
H 3.4813 3.2366 -3.8243 -0.11 -0.15 0.26 0.10
H 5.2184 2.1224 -2.3384 -0.31 -0.02 0.09 0.10
C -0.5097 -3.3177 2.0535 -0.74 -0.56 0.28 -0.04
C -2.4195 0.9142 0.8982 -1.65 0.25 -0.18 -0.14
C -3.3846 0.2563 1.8095 0.11 0.22 -0.98 -0.12
H 4.7219 1.3216 -0.8368 -0.03 0.02 -0.13 0.08
C -2.6743 0.3700 -0.4370 0.31 1.38 0.78 -0.04
H 1.3061 -2.2715 1.2555 -0.29 0.03 -0.05 0.15
H 4.3044 0.6052 -2.4108 0.02 0.11 0.08 0.08
C -3.7282 -0.5689 -0.3492 -0.69 -0.61 0.31 -0.04
C 0.3848 -2.2448 1.8329 0.56 1.17 0.94 -0.04
C 4.4140 1.5461 -1.8627 -0.20 -0.29 0.18 -0.12
H -3.4966 0.4738 2.8691 -0.25 0.08 -0.37 0.14
H 1.7701 3.2143 -3.3620 0.11 -0.07 -0.01 0.08
H -0.3806 -4.3364 1.6990 -0.10 0.20 -0.01 0.14
H -2.1945 -2.3957 -1.3007 0.70 -0.89 -0.07 0.00
H -1.7509 1.7295 1.1692 -0.28 -0.10 -0.24 0.14
H 3.5825 3.4621 -0.0733 -0.04 0.04 -0.13 0.08
H -1.0537 -3.3912 -0.4597 -0.49 0.18 -0.95 0.00
H 2.3667 4.2421 -1.1115 0.12 -0.06 0.01 0.08
H -4.2420 -1.0310 -1.1875 0.15 -0.01 0.16 0.15
H -4.8461 -1.4227 1.4210 0.34 0.13 -0.17 0.14
H 4.0781 4.2641 -1.5750 -0.17 -0.26 0.01 0.10
C 3.2911 3.6562 -1.1102 -0.28 -0.12 0.23 -0.12
H -1.7712 -0.9607 4.1400 0.28 -0.37 0.02 0.14

***

# 5
53
Properties=species:S:1:pos:R:3:forces:R:3:lowdin_charge:R:1 method="wB97M-V/def2-TZVPD" e_homo_ev=-15.32 spin_multiplicity=1 energy_ha=-4008.89724 total_charge=+2 relative_energy_kcal_mol=0.0
Te -1.4175 -2.8918 0.9998 0.42 0.13 0.00 1.29
P 1.8386 -0.3251 -0.7238 -0.19 -0.46 0.32 0.86
C 0.2005 0.0906 -4.9753 0.09 -0.78 0.10 -0.02
N 0.6660 1.2079 2.7127 0.64 1.25 -0.21 -0.37
O -1.4374 1.5988 1.8268 -0.27 0.40 -0.12 -0.38
C -3.3210 -2.6697 0.0966 -0.10 0.34 0.15 -0.40
H -2.9046 -3.9753 2.8759 -0.02 -0.26 0.19 0.02
F 3.4357 0.4982 2.8740 -0.09 -0.27 0.18 0.20
H -0.1481 0.2455 -5.9837 -0.04 0.17 -0.08 0.13
H -3.8837 -3.5128 0.4798 -0.24 -0.04 -0.13 0.02
H 3.3972 -1.9991 -1.4920 -0.28 -0.33 0.28 0.06
H -1.6974 2.7964 -2.3307 0.05 -0.01 -0.03 0.06
Sc -0.2658 -0.1108 1.1254 0.00 0.01 0.23 0.71
H 3.3028 -1.9864 0.2858 0.38 -0.02 0.22 0.03
C 1.9433 -0.6693 -3.4737 0.08 0.07 -0.21 -0.06
S -0.6498 2.0943 2.9932 -0.33 -0.33 -0.53 0.72
F -1.0924 4.4102 1.9080 0.19 -0.14 -0.16 0.18
H -1.6025 0.7484 -4.0342 -0.01 -0.07 -0.12 0.11
H -1.9594 2.8659 -0.5874 -0.21 -0.15 0.15 0.05
H 2.0796 -0.6657 -5.6312 0.04 -0.07 0.22 0.13
H -2.7773 -0.8601 -2.3142 -0.36 0.15 -0.16 0.05
C -2.9402 0.0706 -1.7683 1.02 0.70 -0.43 -0.21
C -0.6152 0.3256 -3.8891 -0.11 0.32 -0.44 -0.08
H 3.6410 1.0387 0.1102 0.12 0.06 0.24 0.04
C 2.7331 -1.9236 -0.6214 -0.32 0.62 -0.35 -0.21
H 2.9818 -0.9791 -3.3168 -0.46 -0.03 -0.20 0.12
C 3.0725 1.0021 -0.8104 0.29 0.09 -0.53 -0.21
F -0.1397 4.5299 3.8364 0.24 -0.66 -0.64 0.20
H -3.7672 -1.7199 0.4140 0.02 -0.47 -0.12 0.01
H 3.7772 0.8689 -1.6519 -0.34 -0.15 0.36 0.08
O 0.0946 -1.0246 3.2262 -0.16 0.11 0.05 -0.41
H 2.5801 1.9631 -0.9697 -0.06 -0.04 0.12 0.06
O -1.2018 2.0066 4.2872 -0.22 0.11 -0.01 -0.17
H -1.3056 -3.4935 3.6194 -0.38 -0.05 -0.24 0.03
C -2.1542 -3.2062 2.9873 0.46 0.34 -0.20 -0.35
C 2.6251 -0.4834 3.1938 -0.70 -0.39 0.32 -0.62
O 0.9110 0.3863 5.1392 0.15 -0.06 0.20 -0.15
C 1.1253 -0.3797 -2.3806 0.50 0.29 -0.06 -0.39
C 1.4588 -0.4673 -4.7624 0.32 0.25 -0.16 -0.02
H -3.2191 -2.7263 -0.9878 -0.04 -0.05 0.23 0.01
C -0.1534 0.1061 -2.6008 -0.26 0.21 -0.56 -0.42
C -0.1601 3.8849 2.6812 -0.03 0.69 0.27 -0.64
H -3.3874 0.8705 -2.3862 -0.02 -0.65 0.16 0.07
P -1.2354 0.6412 -1.3064 -0.84 0.16 1.61 0.86
H -0.3306 2.9298 -1.2154 0.10 -0.16 -0.07 0.06
S 0.9342 0.0726 3.7699 0.49 -1.46 0.29 0.66
H -3.5397 -0.1208 -0.8935 -0.19 0.16 0.17 0.02
F 2.3189 -1.1967 2.0629 0.78 0.28 0.57 0.03
H -2.5925 -2.2815 3.3346 -0.09 0.09 0.15 0.02
C -1.3099 2.4727 -1.3630 0.07 -0.07 -0.25 -0.21
H 1.9515 -2.6867 -0.5839 0.29 -0.17 -0.31 0.05
F 3.1116 -1.2766 4.1250 0.10 0.32 -0.64 0.21
F 1.0287 3.9062 2.0886 -0.49 0.03 0.17 0.17

***

# 6
46
Properties=species:S:1:pos:R:3:forces:R:3:lowdin_charge:R:1 method="wB97M-V/def2-TZVPD" e_homo_ev="-5.93 / -5.93" spin_multiplicity=3 energy_ha=-2196.27768 total_charge=-1 relative_energy_kcal_mol=0.0
H -2.6653 -0.0764 -0.0390 0.00 0.01 0.02 0.02
H 0.6649 3.1774 -3.8521 0.00 -0.01 0.01 0.03
C -0.5957 0.6651 3.8695 0.02 -0.04 -0.01 0.08
I 0.8160 -1.8759 -2.0881 0.05 0.00 -0.02 0.23
C -2.8218 0.5658 -0.9084 0.01 -0.02 -0.04 -0.17
H -2.8239 3.4896 0.5690 -0.01 -0.01 -0.02 0.04
H 3.3001 0.7035 -1.7164 0.02 0.00 0.01 0.02
C -0.3437 0.1022 2.6378 -0.02 -0.01 0.04 -0.18
H -1.8905 2.5111 -3.3785 0.00 -0.01 0.01 0.02
H 1.5477 2.3643 1.2264 0.03 0.05 -0.09 0.08
Pt 0.5127 -0.2851 -0.0588 -0.06 0.00 0.05 0.87
C -2.0263 3.0712 -2.4502 -0.03 0.01 0.01 -0.18
H -3.8498 0.9357 -0.8732 -0.01 -0.01 0.01 0.03
C 1.4555 4.1763 -0.9003 -0.08 -0.04 -0.02 -0.17
H 1.1770 3.4897 3.4560 0.00 -0.01 0.01 0.12
C 0.1060 1.3083 -1.2783 0.03 -0.04 0.01 -0.58
H -1.1893 0.1371 4.6028 -0.01 0.02 0.00 0.13
H 2.3776 4.7226 -1.1159 0.01 -0.01 -0.02 0.03
C -0.3148 2.6010 5.5449 0.11 -0.07 0.05 -0.69
H -1.1049 3.8506 0.6439 0.04 0.02 0.02 0.02
H -0.0390 0.8482 -2.2649 -0.06 0.06 -0.03 -0.13
H 3.2992 1.4317 -0.1138 -0.02 0.01 0.04 0.02
H 2.4300 3.2948 -3.8088 -0.01 0.00 -0.01 0.03
H 1.2936 4.2125 0.1758 0.01 -0.02 0.04 0.01
C 0.9385 1.9223 1.9967 -0.02 -0.01 0.05 -0.12
C 0.7376 2.5305 3.2167 -0.01 -0.01 0.01 0.02
H -3.0688 3.3967 -2.4009 0.01 0.01 -0.01 0.03
H 1.6426 1.7206 -4.0209 0.00 -0.01 0.00 0.02
C 3.2055 1.6507 -1.1788 -0.02 0.00 -0.01 -0.20
H -1.7597 2.4542 1.5074 0.01 0.00 -0.01 0.02
I -0.8594 -0.7574 -4.6090 -0.01 0.04 0.01 -0.07
H 4.0451 2.2895 -1.4653 -0.01 0.01 0.00 0.03
H -1.4015 3.9660 -2.4954 0.00 0.00 0.00 0.02
H -2.7129 -0.0568 -1.8007 0.00 0.02 0.01 0.01
Si 1.5732 2.4520 -1.6493 0.06 -0.06 0.04 0.39
H 0.6348 4.7245 -1.3700 0.00 0.00 0.02 0.03
Si -1.6216 2.0005 -0.9598 0.03 -0.01 -0.01 0.39
N 0.3881 0.7406 1.7071 0.03 0.07 -0.10 -0.08
C 1.5754 2.6822 -3.5079 0.02 0.01 -0.02 -0.17
O -0.3498 -1.7068 1.0835 0.01 0.02 0.00 -0.25
O 0.2555 3.6984 5.6689 -0.04 0.03 -0.02 -0.04
C -0.0590 1.9131 4.1728 -0.02 0.04 -0.02 -0.07
C -1.8285 3.0366 0.5868 0.00 -0.02 -0.01 -0.16
O -1.4426 -1.9705 3.0082 -0.01 -0.01 0.01 0.11
O -1.0327 1.9455 6.3143 -0.04 0.02 -0.02 -0.03
C -0.7857 -1.2915 2.2627 0.00 -0.01 0.02 -0.57